[1]
Formula: C3H3BrO2
Source: OMol25
Level of theory: the ωB97M-V functional and the def2-TZVPD basis

Results
Orbital gap (alpha / beta) in eV: 7.717 / 7.514
HOMO energy (alpha / beta) in eV: -8.2809 / -8.2025
Total charge: 0

Atoms and positions in Å:
C -0.63361 0.84613 0.00900
C -1.40578 -0.33354 0.03008
C 1.41050 -0.26846 -0.04758
O 0.68689 0.77369 0.00605
O -0.88621 -1.44625 0.01297
Br 3.25943 0.06469 0.00144
H -1.01228 1.85194 0.03129
H -2.49659 -0.19629 0.06222
H 1.07765 -1.29190 -0.10547

Force components x, y, z for each atom (eV/Å):
C -1.8 -0.1 0.1
C 0.3 1.1 -0.1
C 1.0 0.5 0.1
O 1.1 -0.7 -0.1
O 0.0 -0.9 0.0
Br -0.3 0.0 0.0
H 0.1 0.0 0.0
H -0.1 0.0 0.0
H -0.3 0.2 0.0

***

[2]
Formula: C3H6O2
Source: OMol25
Level of theory: the ωB97M-V functional and the def2-TZVPD basis

Results
Orbital gap in eV: 10.461
SMILES: O=CCCO
HOMO energy in eV: -9.7171
Total charge: 0

Atoms and positions in Å:
O -1.04830 -0.71491 1.91372
C -0.76168 -0.49251 0.75525
C 0.61791 -0.47114 0.21801
C 0.84168 0.83099 -0.62349
O 0.14518 0.57912 -1.83959
H -1.66129 -0.29003 0.14999
H 1.36381 -0.38832 1.00529
H 0.90384 -1.32588 -0.41065
H 0.29467 1.62371 -0.07342
H 1.90678 0.81924 -0.86135
H 0.17227 1.28018 -2.50183

Force components x, y, z for each atom (eV/Å):
O 0.7 0.0 0.0
C -1.5 -0.6 1.3
C 1.2 1.3 -0.8
C -1.4 -1.8 -0.3
O -0.5 -0.3 -0.6
H 0.6 0.2 -0.9
H -0.3 -0.4 0.5
H -0.5 0.1 0.1
H 1.3 0.3 -0.3
H 0.0 1.1 0.6
H 0.3 0.1 0.5

***

[3]
Formula: C3H2CrO3
Source: OMol25
Level of theory: the ωB97M-V functional and the def2-TZVPD basis

Results
Expectation value of S²: 8.768
Orbital gap (alpha / beta) in eV: 7.732 / 8.348
HOMO energy (alpha / beta) in eV: -13.8192 / -14.4152
2S+1: 6
Total charge: +1

Atoms and positions in Å:
O 4.33572 -0.26833 -0.02193
C 3.24096 -0.04304 0.00016
O -0.14338 -1.17042 0.46236
C -1.31070 -0.89812 0.11664
C -1.66604 0.48438 -0.20962
O -0.66241 1.32812 -0.21016
H -2.45998 0.58720 -0.96602
Cr 0.98984 0.40761 -0.02133
H -2.32400 -0.42739 0.84991

Force components x, y, z for each atom (eV/Å):
O -0.7 0.2 0.0
C 0.5 -0.3 0.0
O 0.9 -0.5 0.3
C -1.8 3.3 0.0
C 1.4 -2.7 -3.0
O -0.5 0.1 0.8
H -0.4 0.5 1.2
Cr 0.0 0.1 0.3
H 0.7 -0.6 0.4

***

[4]
Formula: C5H7N2O
Source: OMol25
Level of theory: the ωB97M-V functional and the def2-TZVPD basis

Results
Orbital gap in eV: 9.532
HOMO energy in eV: -14.8862
Total charge: +1

Atoms and positions in Å:
C -0.25176 0.07512 0.32368
C 1.00589 0.46727 0.30669
C -1.28212 1.04088 0.34826
C 2.14689 -0.49575 0.01270
C -2.82177 0.37646 -0.55781
N -3.89665 -1.48101 0.62174
N -3.42934 -0.65101 0.04599
O -1.40506 2.07377 0.86698
H -0.36474 -0.93352 0.21160
H 1.38474 1.47615 0.33289
H 2.63601 -0.67985 1.01822
H 1.62958 -1.37540 -0.36270
H 2.79367 -0.05544 -0.75505
H -2.44829 -0.00585 -1.59274
H -3.53647 1.21972 -0.53774

Force components x, y, z for each atom (eV/Å):
C 0.6 1.5 -0.1
C 2.8 0.2 -0.9
C -1.6 -0.6 0.9
C -1.3 0.3 1.4
C 1.9 1.6 -2.2
N 0.9 1.5 -1.1
N -1.5 -3.1 2.4
O -0.4 0.4 -0.6
H -1.2 -2.4 -0.5
H -0.7 0.6 0.3
H 0.0 0.0 -1.4
H 0.7 -0.5 0.0
H 0.1 -0.2 0.5
H -0.8 1.0 1.7
H 0.5 -0.3 -0.4

***

Let's list total energy in order: -77293.744, -7302.069, -37695.847, -10315.740 eV.
Let's list molecular weight in order: 150.96, 74.08, 138.04, 111.12 u.
Let's list energy above the lowest of the compared OMol25 structures with the same formula, charge and spin in order: 2.520, 1.609, 2.571, 2.891 eV.